DFT (the ωB97M-V functional and the def2-TZVPD basis) results for a molecular structure, C24H42AsBrN4O2PdSi2.

Structure (ORCA input):
```
! wB97M-V def2-TZVPD RIJCOSX def2/J DEFGRID3
* xyz 0 1
Pd 0.50 -0.43 -0.19
C -2.85 0.51 3.11
N -2.33 -0.57 2.28
C -3.01 -0.78 1.01
C -1.08 -1.06 2.45
N -0.30 -1.34 1.44
N -0.68 -1.29 3.74
C -1.62 -1.76 4.76
C 0.71 -1.61 4.03
H -2.82 1.45 2.56
H -2.25 0.62 4.01
H -3.88 0.30 3.40
H -4.08 -0.82 1.21
H -2.69 -1.72 0.58
H -2.81 0.03 0.30
H 0.45 -1.97 1.70
H -2.63 -1.74 4.38
H -1.56 -1.13 5.65
H -1.37 -2.78 5.05
H 0.92 -2.67 3.87
H 0.91 -1.38 5.07
H 1.38 -1.02 3.41
Br 4.39 1.61 -2.35
C 4.81 -0.24 -2.37
C 6.09 -0.56 -2.78
C 6.51 -1.88 -2.81
C 5.64 -2.89 -2.42
C 4.36 -2.57 -2.00
C 3.92 -1.24 -1.97
C 2.51 -1.02 -1.49
O 1.93 0.10 -1.62
O 1.92 -1.99 -0.92
H 6.77 0.23 -3.08
H 7.51 -2.12 -3.14
H 5.95 -3.93 -2.43
H 3.67 -3.33 -1.68
C 0.44 3.82 2.69
Si 1.17 2.87 1.24
C 2.08 4.08 0.13
C 2.46 1.68 1.92
As -0.61 1.67 0.29
Si -0.76 2.69 -1.81
C -2.02 1.72 -2.82
C 0.77 2.88 -2.88
C -1.51 4.39 -1.48
H 1.18 4.46 3.18
H 0.05 3.13 3.44
H -0.39 4.45 2.36
H 2.85 4.60 0.72
H 1.44 4.83 -0.32
H 2.59 3.53 -0.67
H 3.20 2.19 2.54
H 2.98 1.19 1.09
H 1.97 0.91 2.53
H -1.64 0.73 -3.08
H -2.22 2.25 -3.76
H -2.96 1.61 -2.28
H 1.35 1.95 -2.91
H 1.41 3.69 -2.54
H 0.45 3.12 -3.91
H -2.41 4.30 -0.87
H -1.78 4.88 -2.42
H -0.81 5.05 -0.96
N -1.06 -2.16 -2.11
C -2.32 -2.66 -1.81
C -2.47 -3.87 -1.13
C -3.72 -4.32 -0.75
C -4.86 -3.57 -1.05
C -4.72 -2.38 -1.74
C -3.47 -1.92 -2.12
H -1.00 -1.52 -2.88
H -0.30 -2.82 -2.09
H -1.58 -4.45 -0.89
H -3.81 -5.25 -0.22
H -5.84 -3.93 -0.75
H -5.60 -1.79 -1.99
H -3.37 -0.98 -2.65
*
```

The calculation puts the HOMO energy (alpha / beta) at -7.40 / -7.40 eV. The energy above the lowest of the compared OMol25 structures with the same formula, charge and spin comes out at 20.0 kJ/mol. As for the total energy: -185744.53805 eV. The HOMO-LUMO gap (alpha / beta) is 7.68 / 7.68 eV.

=====

DFT (the ωB97M-V functional and the def2-TZVPD basis) results for 2 unconnected molecules or ions with the total composition CH3FO2 in a non-equilibrium geometry.

Structure (ORCA input):
```
! wB97M-V def2-TZVPD RIJCOSX def2/J DEFGRID3
* xyz 0 1
C 0.13 0.81 -0.06
O -1.11 -1.07 0.26
O -0.85 0.08 -0.57
F 1.39 -0.87 0.03
H 0.54 1.35 -0.94
H 0.18 1.21 0.92
H -0.28 -1.51 0.36
*
```

The calculation puts the HOMO energy at -11.44 eV. The energy above the lowest of the compared OMol25 structures with the same formula, charge and spin comes out at 526.8 kJ/mol. As for the total energy: -7892.79741 eV. The HOMO-LUMO gap is 10.28 eV.